Here is a molecular structure, C27H58O4P2SiSn at a distorted geometry from the Open Molecules 2025 dataset. Energies are from wB97M-V/def2-TZVPD.

Values from the calculation:
Total energy   -69417.1655 eV
F_max   3.166 eV/Å

Each line ends with the Löwdin charge.
Geometry (Å):
Sn1 1.56171 -0.56258 1.24938  1.212
P1 0.43221 1.22875 -5.08873  0.894
P2 0.22928 -2.23462 -5.28303  0.887
Si1 0.08494 0.85033 3.62619  -0.008
O1 0.85672 -0.57959 4.01478  -0.193
O2 0.67961 2.02771 4.60879  -0.109
O3 0.42434 0.97295 2.04928  -0.473
O4 -1.50102 0.75665 3.97959  -0.101
C1 0.39115 -2.29868 -3.29130  -0.423
C2 -0.07885 -2.02346 1.50396  -0.298
C3 -0.55557 -1.35769 5.89755  -0.034
C4 1.29693 -1.07084 -3.02466  -0.241
C5 -2.60362 0.94370 1.77074  -0.041
C6 -3.68879 1.70926 3.87975  -0.035
C7 1.48046 -2.56615 5.16469  -0.037
C8 0.70056 0.28417 -6.66939  -0.405
C9 0.85570 -1.19299 5.34402  -0.618
C10 -3.33597 -0.73249 3.48445  -0.031
C11 -0.03185 -1.06077 -6.71441  -0.368
C12 1.60409 2.59124 -5.39283  -0.269
C13 -1.16831 2.04161 -5.49860  -0.246
C14 3.04681 2.05680 3.91967  -0.032
C15 0.85257 -0.07112 -1.94706  -0.234
C16 -0.86484 -2.56671 -2.64870  -0.246
C17 -1.34447 0.88195 -2.57137  -0.179
C18 -2.76898 0.66368 3.25855  -0.612
C19 -0.88376 -3.58015 -5.67438  -0.206
C20 2.09266 3.70711 5.53491  -0.035
C21 -1.90095 -1.60551 -2.34694  -0.238
C22 1.44962 3.81263 3.12965  -0.037
C23 1.69399 -0.36293 6.30499  -0.034
C24 1.88228 -2.87005 -5.68335  -0.216
C25 -1.80092 -0.34679 -3.27866  -0.202
C26 -0.00243 1.07610 -2.46475  -0.215
C27 1.82119 2.88681 4.28050  -0.624
H1 1.47294 -0.49871 -3.96296  0.020
H2 3.34000 1.41928 4.76115  0.075
H3 1.21080 3.22074 -6.20129  0.037
H4 2.28568 4.49559 2.92549  0.089
H5 1.23483 3.25152 2.21428  0.073
H6 0.32824 0.93244 -7.47970  0.079
H7 -3.49338 -0.90751 4.55709  0.088
H8 1.27508 0.64038 6.44244  0.081
H9 0.89445 -3.18988 4.48069  0.080
H10 -1.84058 -3.17137 -6.01803  0.057
H11 -3.83625 1.51275 4.94763  0.088
H12 2.62805 -2.06483 -5.72141  0.056
H13 1.50600 -3.07489 6.13533  0.089
H14 -2.09155 1.63698 -2.27788  0.109
H15 -2.15292 1.92817 1.59743  0.093
H16 2.72822 -0.29074 5.94711  0.082
H17 1.19373 4.25452 5.84041  0.091
H18 -1.04316 -4.21671 -4.79811  0.051
H19 1.70240 3.18101 -4.47337  0.036
H20 -0.95216 2.74108 -6.31275  0.035
H21 -1.99705 0.17936 1.26829  0.065
H22 -0.94928 -1.61032 2.02791  -0.032
H23 2.31086 -1.44386 -2.78001  0.114
H24 -1.00481 -0.55362 -4.03966  0.035
H25 -3.59933 0.93726 1.29825  0.094
H26 -2.87581 -2.09620 -2.54248  0.106
H27 -1.11877 -0.92022 -6.84409  0.080
H28 -1.93894 1.32422 -5.81156  0.045
H29 -4.67098 1.69831 3.39102  0.087
H30 2.18829 -3.63059 -4.95396  0.055
H31 -1.04736 -0.39841 6.09179  0.088
H32 0.34160 -1.62342 -7.58745  0.078
H33 1.78164 -3.33327 -6.67088  0.042
H34 -2.74449 -0.22926 -3.84301  0.115
H35 0.37914 -2.81662 2.10942  -0.022
H36 1.78890 0.15302 -6.80815  0.077
H37 0.34161 -0.61730 -1.14221  0.051
H38 2.88824 4.43671 5.33584  0.089
H39 -2.66353 -1.50693 3.09465  0.070
H40 -1.00623 -3.57922 -2.25464  0.081
H41 -0.37536 -2.42001 0.52347  -0.023
H42 2.87842 1.43852 3.02835  0.035
H43 -3.26355 2.71329 3.75828  0.091
H44 0.45150 2.07399 -2.41781  0.096
H45 2.41578 3.05820 6.35729  0.084
H46 1.70859 -0.86330 7.28486  0.094
H47 2.51043 -2.49025 4.79748  0.091
H48 -1.93125 -1.31025 -1.28132  0.093
H49 -0.48935 -1.88992 6.86047  0.094
H50 1.78097 0.35468 -1.52811  0.068
H51 0.99103 -3.21988 -3.26753  0.095
H52 -1.52141 2.59060 -4.61668  0.040
H53 -1.17565 -1.97081 5.23221  0.088
H54 0.58240 4.42508 3.39922  0.093
H55 -4.30077 -0.83164 2.96748  0.092
H56 3.87313 2.74496 3.69474  0.095
H57 2.57959 2.17392 -5.67793  0.043
H58 -0.41509 -4.15498 -6.48041  0.050